[1]
11 unconnected molecules or ions with the total composition C10H42N20O11, computed with wB97M-V/def2-TZVPD.

Geometry as XYZ:
```
83
Properties=species:S:1:pos:R:3:lowdin_charge:R:1
N 1.368 -9.770 13.720 0.159
C 2.750 -9.793 13.646 -0.673
N 3.414 -8.681 13.268 0.155
O 3.385 -10.772 14.026 -0.003
H 1.038 -8.969 14.267 0.109
H 1.106 -10.615 14.189 0.066
H 2.999 -8.047 12.595 0.105
H 4.344 -9.013 12.981 0.121
N 4.083 -10.525 20.700 0.146
C 3.082 -10.085 19.766 -0.588
N 1.828 -9.793 20.313 0.159
O 3.302 -9.922 18.590 0.020
H 3.715 -10.676 21.626 0.073
H 4.767 -11.223 20.430 0.101
H 1.649 -10.132 21.233 0.078
H 1.014 -9.526 19.768 0.095
N -2.354 -9.590 17.443 0.118
C -3.510 -10.403 17.624 -0.651
N -3.787 -11.444 16.717 0.145
O -4.284 -10.097 18.497 0.014
H -2.538 -8.693 17.865 0.098
H -1.703 -9.803 16.683 0.078
H -3.016 -11.920 16.237 0.052
H -4.512 -12.131 16.956 0.099
N -3.388 -16.023 17.836 0.159
C -2.848 -14.852 17.446 -0.657
N -1.851 -14.355 18.264 0.191
O -3.247 -14.291 16.450 0.008
H -3.779 -16.528 17.069 0.104
H -2.808 -16.589 18.457 0.112
H -1.719 -13.365 18.143 0.065
H -1.721 -14.703 19.181 0.085
N 3.624 -13.649 14.707 0.153
C 3.789 -14.465 15.795 -0.670
N 4.704 -14.103 16.788 0.180
O 3.038 -15.376 15.976 0.019
H 3.016 -14.030 13.980 0.097
H 4.255 -12.902 14.383 0.097
H 4.755 -14.851 17.445 0.053
H 5.601 -13.687 16.562 0.102
N 1.085 -13.885 10.441 0.136
C 2.184 -13.066 10.183 -0.617
N 2.915 -12.642 11.328 0.138
O 2.480 -12.642 9.058 0.008
H 1.066 -14.323 11.345 0.063
H 1.033 -14.581 9.694 0.108
H 2.451 -12.713 12.224 0.057
H 3.327 -11.738 11.085 0.096
N 2.100 -14.965 18.414 0.182
C 2.994 -15.148 19.381 -0.718
N 2.762 -14.555 20.580 0.153
O 4.054 -15.724 19.197 0.002
H 2.346 -15.516 17.608 0.063
H 1.141 -14.682 18.528 0.087
H 3.471 -14.811 21.270 0.110
H 2.136 -13.768 20.655 0.051
N -2.092 -12.434 11.897 0.158
C -1.721 -13.189 12.983 -0.669
N -2.670 -13.604 13.817 0.168
O -0.571 -13.628 13.107 -0.027
H -1.289 -12.274 11.325 0.083
H -3.039 -12.366 11.515 0.113
H -3.601 -13.161 13.849 0.123
H -2.514 -14.258 14.555 0.065
N -0.995 -12.137 21.893 0.151
C -0.620 -11.956 20.577 -0.682
N -1.213 -11.028 19.823 0.198
O 0.377 -12.599 20.232 -0.021
H -0.937 -13.103 22.166 0.098
H -1.854 -11.737 22.230 0.091
H -0.917 -10.975 18.874 0.046
H -2.182 -10.792 19.962 0.097
N 0.678 -12.970 15.519 0.205
C 0.512 -12.163 16.545 -0.648
N 1.626 -11.754 17.288 0.197
O -0.611 -11.708 16.795 -0.049
H 1.550 -13.489 15.390 0.074
H -0.157 -13.421 15.178 0.081
H 1.401 -11.117 18.034 0.052
H 2.417 -12.392 17.398 0.093
O 4.991 -10.832 16.415 -0.066
H 4.943 -10.234 15.696 -0.012
H 4.391 -10.515 17.110 -0.009
```

As for the structure (SMILES): NC(N)=O.NC(N)=O.NC(N)=O.NC(N)=O.NC(N)=O.NC(N)=O.NC(N)=O.NC(N)=O.NC(N)=O.NC(N)=O.O. The molar mass comes out at 618.6 g mol⁻¹. The value obtained for the relative energy (zero: lowest compared OMol25 entry of this formula, charge and spin) is 0.0 kcal/mol. As for the highest occupied orbital energy: -9.316 eV. The total energy comes out at -2329.4344 a.u.

***

[2]
14 unconnected molecules or ions with the total composition C10H48O19, computed with wB97M-V/def2-TZVPD.

Geometry as XYZ:
```
77
Properties=species:S:1:pos:R:3:lowdin_charge:R:1
O 1.212 -2.188 -2.525 -0.030
H 0.750 -1.438 -2.158 -0.012
H 0.499 -2.811 -2.544 0.040
O -3.408 -2.028 -1.736 -0.043
H -3.052 -2.257 -0.898 -0.030
H -4.341 -1.794 -1.523 0.081
O 2.788 -2.317 -0.132 -0.023
H 2.716 -1.614 0.470 -0.017
H 2.202 -2.310 -0.926 0.031
O -0.176 -1.264 -0.106 -0.030
H -0.694 -0.651 -0.562 -0.019
H 0.674 -0.763 -0.176 0.038
O 1.368 -1.295 2.619 -0.023
H 1.299 -0.879 3.465 0.049
H 1.377 -2.244 2.746 0.036
O 1.979 0.451 -0.767 -0.019
H 2.056 0.477 -1.717 0.088
H 1.486 1.202 -0.394 0.034
O -1.275 -1.047 -3.158 -0.067
H -1.564 -1.779 -3.757 0.099
H -1.907 -1.298 -2.462 0.003
O -2.485 -2.712 0.713 -0.016
H -2.712 -2.465 1.581 0.037
H -1.598 -2.415 0.593 -0.008
O -1.560 -1.389 2.842 -0.006
H -1.924 -0.823 3.456 0.014
H -0.735 -1.082 2.438 0.012
C 1.357 -4.841 1.854 -0.221
C 0.273 -4.147 0.991 -0.222
O -0.930 -4.912 0.995 -0.047
O 2.468 -4.005 1.869 -0.090
H 1.627 -5.769 1.422 0.103
H 1.092 -5.019 2.906 0.129
H 0.547 -3.988 -0.003 0.094
H -0.027 -3.165 1.320 0.070
H -1.611 -4.326 0.776 -0.004
H 2.464 -3.508 1.026 0.024
C -0.220 2.394 0.743 -0.249
C -0.368 1.840 2.092 -0.240
O -1.749 1.649 2.297 -0.056
O 1.159 2.704 0.606 -0.075
H -0.865 3.198 0.497 0.121
H -0.454 1.584 -0.002 0.102
H -0.157 2.613 2.792 0.130
H 0.179 0.916 2.154 0.100
H -1.899 0.997 1.584 0.046
H 1.166 3.625 0.838 0.104
C -0.081 2.497 -3.260 -0.273
C 0.701 3.506 -2.529 -0.251
O 1.394 4.457 -3.346 -0.040
O -0.609 1.549 -2.397 -0.086
H 0.505 1.983 -4.001 0.128
H -0.902 3.010 -3.821 0.139
H 1.507 3.026 -1.958 0.112
H 0.031 4.068 -1.787 0.144
H 0.815 5.172 -3.556 0.070
H -0.868 0.764 -2.932 0.065
C -3.238 1.551 -0.626 -0.189
C -4.170 1.100 -1.824 -0.183
O -4.780 2.336 -2.234 -0.067
O -2.588 0.348 -0.181 -0.110
H -3.833 1.894 0.175 0.111
H -2.495 2.344 -0.875 0.116
H -4.940 0.411 -1.487 0.118
H -3.463 0.743 -2.532 0.093
H -4.198 3.043 -1.927 0.073
H -3.250 -0.216 0.209 0.082
C 3.630 0.995 2.199 -0.268
C 4.182 2.317 1.740 -0.236
O 3.928 3.317 2.737 -0.071
O 3.827 0.152 1.122 -0.073
H 2.543 1.112 2.435 0.104
H 4.184 0.657 3.077 0.134
H 3.669 2.608 0.849 0.098
H 5.212 2.217 1.590 0.112
H 2.981 3.542 2.653 0.074
H 3.276 0.392 0.351 0.039
```

The molar mass comes out at 472.5 g mol⁻¹. The value obtained for the relative energy (zero: lowest compared OMol25 entry of this formula, charge and spin) is 52.8 kcal/mol. As for the highest occupied orbital energy: -9.424 eV. The total energy comes out at -1839.2343 a.u.

***

[3]
24 unconnected molecules or ions with the total composition C10H59F2NO28, computed with wB97M-V/def2-TZVPD.

Geometry as XYZ:
```
100
Properties=species:S:1:pos:R:3:lowdin_charge:R:1
C 0.092 0.166 -3.076 -0.008
C 0.948 -1.028 -2.842 -0.327
C 1.178 -1.905 -4.043 0.007
N 1.536 -1.319 -1.731 0.164
C 0.863 -1.736 -0.556 -0.361
C -0.638 -1.666 -0.525 -0.049
C -1.317 -2.797 -1.303 -0.227
O -2.237 -3.545 -0.531 -0.046
O 1.334 -3.089 -0.268 0.146
C 1.896 -3.148 0.934 -0.501
O 2.021 -4.115 1.634 0.175
O 2.332 -1.885 1.296 0.137
C 1.493 -0.974 0.634 -0.378
F 0.581 -0.594 1.605 0.080
C 2.298 0.284 0.367 0.036
C 2.942 0.678 1.669 -0.427
O 2.400 1.291 2.542 0.137
F 4.227 0.308 1.778 0.134
H -0.926 -0.183 -3.255 0.102
H 0.058 0.825 -2.221 0.083
H 0.413 0.669 -3.985 0.053
H 2.041 -2.523 -3.863 0.058
H 1.363 -1.249 -4.886 0.084
H 0.265 -2.478 -4.168 0.099
H -0.931 -1.812 0.512 0.122
H -1.021 -0.692 -0.790 0.128
H -1.879 -2.345 -2.123 0.121
H -0.577 -3.431 -1.761 0.091
H -2.665 -2.935 0.075 0.067
H 1.625 1.090 0.129 0.120
H 3.071 0.165 -0.375 0.144
O 6.928 -1.266 1.244 -0.062
H 6.056 -0.882 1.355 -0.013
H 7.268 -1.321 2.141 0.027
O 0.176 3.327 0.370 -0.047
H -0.225 3.905 1.037 0.004
H 0.818 2.813 0.869 0.002
O 0.935 2.020 5.094 -0.048
H 1.362 1.672 4.306 0.001
H 0.903 2.972 4.937 0.004
O 1.170 4.930 5.871 -0.041
H 0.753 5.488 6.535 0.063
H 1.819 4.420 6.371 0.057
O 3.623 -3.833 -4.937 -0.055
H 4.417 -3.387 -4.627 0.042
H 3.952 -4.636 -5.351 0.039
O -5.386 -4.561 -1.320 -0.065
H -4.515 -4.175 -1.182 0.004
H -5.209 -5.430 -1.696 0.014
O -0.180 -0.716 5.809 -0.059
H 0.592 -1.184 5.479 0.029
H -0.080 0.184 5.473 -0.011
O -6.763 -6.253 -3.160 -0.060
H -7.293 -5.574 -2.729 0.046
H -7.014 -7.075 -2.721 0.037
O 3.366 3.475 0.195 -0.032
H 2.970 4.057 0.856 0.037
H 4.002 2.957 0.698 0.037
O -7.394 -8.852 -4.328 -0.062
H -6.633 -9.331 -4.667 0.039
H -7.308 -7.968 -4.706 0.023
O 5.366 -2.695 3.242 -0.046
H 4.626 -2.903 2.661 0.026
H 4.954 -2.525 4.095 0.041
O 5.078 5.885 -1.532 -0.062
H 4.536 6.553 -1.104 0.029
H 4.807 5.060 -1.114 0.003
O -0.662 -5.616 -2.605 -0.038
H 0.180 -6.067 -2.490 0.063
H -1.137 -5.780 -1.782 0.055
O -1.485 2.333 2.970 -0.043
H -0.630 1.905 3.084 0.021
H -1.977 2.087 3.761 0.056
O -2.089 -5.081 -5.145 -0.068
H -2.966 -4.705 -5.028 0.027
H -1.707 -5.098 -4.256 -0.018
O -3.997 0.904 1.856 -0.061
H -3.150 1.311 2.068 -0.008
H -3.749 0.077 1.427 0.007
O -3.362 -1.936 2.427 -0.053
H -2.756 -2.556 2.844 0.047
H -3.746 -1.443 3.161 0.046
O -0.831 5.414 2.672 -0.043
H -1.722 5.762 2.781 0.038
H -0.491 5.359 3.570 0.036
O 0.568 2.129 -5.390 -0.051
H 1.123 1.854 -6.127 0.047
H 0.486 3.082 -5.496 0.051
O -2.198 5.082 -0.454 -0.037
H -1.348 4.644 -0.323 0.008
H -2.706 4.852 0.329 0.044
O -3.131 6.490 -3.020 -0.069
H -3.550 7.058 -2.370 0.025
H -2.503 5.974 -2.501 -0.001
O 2.909 3.832 3.508 -0.045
H 3.496 3.205 3.943 0.048
H 2.561 4.372 4.227 0.008
O -1.703 8.262 2.984 -0.064
H -1.270 7.906 2.200 0.027
H -1.721 9.212 2.839 0.038
```

The molar mass comes out at 679.6 g mol⁻¹. As for the highest occupied orbital energy: -9.106 eV. The total energy comes out at -2777.6079 a.u.